Entry 1:
This record from OMol25 describes C22H24CuN9P as an isolated structure. The level of theory is ωB97M-V/def2-TZVPD.

XYZ file:
```
57
Properties=species:S:1:pos:R:3:forces:R:3
Cu -0.199 -1.088 -1.394 0.08 0.08 -0.07
C 0.440 -3.494 3.430 0.00 -0.02 0.08
N 0.723 -3.185 2.031 -0.01 -0.01 0.08
C 1.516 -3.917 1.196 0.00 0.01 -0.01
C 1.511 -3.271 -0.009 0.01 0.06 -0.07
N 0.725 -2.156 0.078 -0.02 -0.20 0.22
C 0.257 -2.129 1.324 0.04 0.11 -0.18
P -0.788 -0.802 1.999 -0.13 -0.12 -0.05
C -2.158 -0.915 0.811 -0.05 0.03 0.06
N -2.051 -1.098 -0.502 -0.05 0.08 0.12
C -3.322 -1.117 -0.992 0.06 -0.05 -0.01
C -4.208 -0.954 0.038 -0.01 0.02 0.00
N -3.464 -0.818 1.172 0.04 -0.04 -0.05
C -4.000 -0.660 2.521 -0.04 0.01 0.08
C 0.143 0.571 1.141 0.00 0.11 0.26
N 0.102 1.943 -0.842 -0.26 -0.16 -0.23
C 0.895 3.166 -0.744 -0.08 -0.09 -0.07
C 1.424 3.287 0.676 0.14 0.04 0.08
N 1.428 0.747 1.294 -0.12 -0.09 -0.06
C 2.289 -0.103 2.117 0.07 -0.02 -0.02
H 0.820 -4.487 3.651 0.00 -0.01 -0.03
H 0.927 -2.780 4.093 0.01 0.02 -0.03
H -0.632 -3.484 3.612 0.00 -0.01 -0.02
H 2.000 -4.824 1.514 -0.01 0.01 0.02
H 2.016 -3.543 -0.920 -0.01 0.00 0.01
H -3.532 -1.253 -2.038 0.00 0.01 0.01
H -5.284 -0.928 0.048 0.01 0.01 0.04
H -5.055 -0.412 2.447 0.00 0.01 -0.02
H -3.896 -1.582 3.090 0.01 -0.02 -0.03
H -3.488 0.146 3.043 0.01 0.01 -0.03
H 0.679 3.967 -1.436 -0.05 -0.03 -0.01
H 2.268 3.975 0.712 0.01 -0.01 0.03
H 3.073 0.527 2.531 0.01 -0.02 -0.01
H 1.725 -0.525 2.945 -0.04 0.03 0.00
H 2.731 -0.901 1.520 -0.01 0.01 -0.03
N 2.128 0.974 -1.895 -0.04 -0.06 -0.21
C 1.470 0.658 -3.116 -0.03 -0.02 0.19
C 1.924 1.186 -4.314 0.07 0.04 -0.02
C 1.315 0.800 -5.495 0.00 -0.01 -0.01
C 0.248 -0.083 -5.441 0.03 0.03 0.01
C -0.153 -0.547 -4.206 -0.02 -0.01 -0.05
N 0.453 -0.208 -3.057 -0.03 0.03 0.06
C 1.506 1.780 -0.920 0.20 0.08 0.37
C 2.020 1.826 0.524 0.00 -0.05 -0.10
C 0.424 3.697 1.714 0.19 -0.01 0.01
C -0.911 3.335 1.718 -0.18 -0.09 -0.08
C -1.454 2.310 0.970 -0.33 -0.21 0.34
N -0.558 1.403 0.328 0.56 0.42 -0.42
H 3.088 1.257 -2.047 -0.01 0.00 -0.05
H 2.743 1.893 -4.314 -0.01 -0.01 -0.01
H 1.662 1.195 -6.440 0.00 0.00 0.00
H -0.264 -0.407 -6.335 -0.01 -0.01 0.01
H -0.983 -1.236 -4.123 0.01 0.00 0.01
H 3.098 1.779 0.644 0.00 0.09 -0.02
H 0.739 4.466 2.406 -0.01 -0.01 0.01
H -1.594 3.918 2.325 0.00 0.00 0.01
H -2.514 2.104 0.914 0.00 0.04 -0.12
```
Forces are in eV/Å.

Output
E_LUMO (spin up / spin down)	-5.9 / -6.7	eV
2S+1	2
highest occupied orbital energy (spin up / spin down)	-13.8 / -14.0	eV
orbital gap (spin up / spin down)	7.88 / 7.32	eV
charge	+2



Entry 2:
This record from OMol25 describes one molecule with the formula C22H24FN3O4. The level of theory is ωB97M-V/def2-TZVPD.

XYZ file:
```
54
Properties=species:S:1:pos:R:3:forces:R:3
C -3.650 -3.717 0.778 -0.23 -0.43 0.11
H -4.449 -3.574 1.507 0.10 -0.06 -0.10
H -4.084 -3.875 -0.212 0.00 0.01 0.04
H -3.053 -4.588 1.051 -0.06 0.04 -0.05
O -2.739 -2.639 0.779 0.02 0.40 0.02
C -3.096 -1.404 0.336 -0.01 0.14 -0.05
C -2.007 -0.565 0.095 -0.14 0.12 -0.08
C -2.188 0.730 -0.348 -0.31 -0.37 -0.09
C -3.475 1.205 -0.569 -0.07 0.11 0.00
C -4.574 0.403 -0.307 0.05 0.01 0.03
C -4.399 -0.922 0.145 -0.15 -0.22 -0.06
O -5.461 -1.739 0.457 0.44 0.49 0.24
C -6.544 -1.813 -0.450 -0.38 -0.12 -0.17
H -7.260 -1.005 -0.288 0.08 -0.14 -0.04
H -6.199 -1.786 -1.487 0.02 0.00 0.02
H -7.025 -2.772 -0.253 0.02 0.03 -0.07
O -5.864 0.830 -0.445 0.27 -0.45 0.22
C -6.094 2.126 -0.944 -0.05 0.26 -0.09
H -5.693 2.892 -0.274 0.00 -0.03 -0.04
H -5.667 2.255 -1.943 0.00 0.00 0.05
H -7.177 2.227 -0.998 0.09 0.04 -0.01
H -3.592 2.211 -0.935 -0.07 0.10 -0.07
C -1.041 1.620 -0.704 -0.06 -0.01 0.09
O -0.936 2.112 -1.813 -0.08 0.09 -0.20
N -0.112 1.853 0.256 0.24 -0.04 -0.01
C -0.217 1.509 1.651 -0.04 -0.19 0.45
H -1.154 0.981 1.827 0.12 0.16 0.05
C 0.971 0.640 2.080 -0.16 0.16 0.00
H 0.817 -0.388 1.749 -0.01 -0.02 0.06
H 1.020 0.629 3.169 0.01 -0.05 0.02
C 2.299 1.166 1.498 -0.04 0.39 0.25
N 2.824 0.291 0.475 0.02 -0.16 -0.09
C 2.160 -0.330 -0.543 0.01 -0.07 -0.03
N 2.921 -1.033 -1.322 -0.21 -0.35 -0.56
C 4.188 -0.885 -0.827 0.11 0.51 0.69
C 5.393 -1.417 -1.273 0.20 0.07 0.15
C 6.513 -1.074 -0.552 -0.13 -0.04 -0.08
C 6.489 -0.242 0.567 0.09 -0.06 -0.06
C 5.297 0.289 1.015 -0.07 0.07 0.08
C 4.148 -0.041 0.312 0.37 -0.40 -0.49
H 5.277 0.936 1.878 0.03 0.06 0.08
H 7.417 -0.023 1.071 0.10 0.01 0.03
F 7.714 -1.562 -0.941 -0.03 0.01 0.01
H 5.446 -2.060 -2.135 0.04 -0.09 -0.12
H 1.101 -0.241 -0.684 -0.26 0.11 0.08
C 2.127 2.592 0.954 -0.04 -0.20 0.06
C 1.039 2.663 -0.112 0.13 0.21 -0.29
H 1.408 2.294 -1.074 -0.01 0.13 0.10
H 0.728 3.704 -0.266 0.07 -0.10 -0.07
H 1.887 3.251 1.791 0.04 0.04 0.03
H 3.069 2.934 0.522 -0.02 0.04 0.05
H 3.056 1.187 2.289 -0.14 -0.05 -0.14
H -0.232 2.433 2.243 -0.07 -0.08 0.00
H -1.025 -0.988 0.234 0.16 -0.05 0.05
```
Forces are in eV/Å.

Output
structure (SMILES)	COc1cc(C(=O)N2CCC(n3cnc4cc(F)ccc43)CC2)cc(OC)c1OC
E_LUMO	0.6	eV
highest occupied orbital energy	-8.5	eV
orbital gap	9.06	eV



Entry 3:
This record from OMol25 describes one molecule with the formula C22H24FN3O4S2. The level of theory is ωB97M-V/def2-TZVPD.

XYZ file:
```
56
Properties=species:S:1:pos:R:3:forces:R:3
C -1.284 -4.915 0.458 -0.08 0.14 -0.05
C -1.799 -3.499 0.283 0.16 0.11 -0.23
C -3.289 -3.399 0.568 0.28 -0.04 -0.02
O -3.937 -4.295 1.054 -0.06 -0.19 0.13
N -3.842 -2.187 0.284 -0.55 0.23 0.12
C -3.249 -1.120 -0.379 0.22 0.47 -0.34
C -3.754 0.164 -0.217 -0.05 -0.22 -0.09
C -3.193 1.213 -0.912 -0.21 0.46 0.14
C -2.167 1.018 -1.818 0.06 0.18 -0.13
C -1.664 -0.256 -1.997 -0.19 -0.04 0.15
C -2.175 -1.316 -1.257 0.05 -0.17 0.08
S -1.469 -2.919 -1.425 -0.20 -0.13 0.22
H -0.873 -0.448 -2.706 0.13 0.04 -0.05
H -1.785 1.865 -2.366 0.10 0.08 -0.09
S -3.733 2.876 -0.522 -0.16 0.13 0.20
O -5.163 2.897 -0.381 -0.06 -0.26 0.28
O -3.131 3.776 -1.473 0.32 -0.08 -0.04
C -2.974 3.202 1.106 -0.18 -0.41 -0.75
C -1.470 3.087 0.958 -0.01 -0.17 0.10
C -0.997 1.663 1.239 0.01 0.15 0.09
O -1.751 0.812 1.684 -0.17 0.02 0.23
N 0.307 1.400 1.021 0.28 -0.17 0.03
C 1.296 2.265 0.419 0.17 0.14 -0.35
H 0.885 3.243 0.188 -0.03 0.01 0.04
C 1.811 1.598 -0.869 0.05 0.42 0.08
N 2.338 0.277 -0.621 -0.16 0.12 -0.18
C 3.689 0.024 -0.445 0.40 0.02 -0.07
C 4.661 0.990 -0.162 0.05 -0.05 0.04
C 6.006 0.693 -0.061 -0.08 -0.02 -0.02
C 6.439 -0.609 -0.224 0.01 0.05 0.00
C 5.506 -1.595 -0.500 0.04 -0.07 0.05
C 4.168 -1.283 -0.616 0.07 0.09 0.05
H 3.467 -2.063 -0.869 -0.09 -0.05 -0.05
H 5.825 -2.616 -0.641 0.02 -0.10 -0.02
H 7.487 -0.847 -0.139 0.11 -0.02 0.00
H 6.693 1.493 0.162 0.04 0.10 0.03
F 4.312 2.291 0.052 -0.06 -0.17 -0.01
C 1.348 -0.572 0.003 -0.16 -0.01 0.42
H 1.775 -1.545 0.240 -0.06 0.01 -0.06
C 0.828 0.075 1.295 -0.12 -0.45 -0.03
H 0.022 -0.517 1.731 0.13 0.04 -0.01
H 1.648 0.161 2.017 -0.02 -0.03 -0.02
H 0.514 -0.709 -0.693 0.05 -0.09 0.11
H 2.560 2.223 -1.348 -0.08 -0.06 -0.01
H 0.965 1.485 -1.558 0.00 0.07 0.03
H 2.126 2.394 1.122 -0.04 0.05 -0.08
H -1.214 3.389 -0.059 0.23 0.10 0.12
H -0.961 3.756 1.657 0.00 0.02 -0.10
H -3.296 4.201 1.384 -0.11 0.10 -0.13
H -3.370 2.465 1.799 -0.05 0.00 0.05
H -4.577 0.353 0.454 -0.11 -0.03 0.18
H -4.787 -2.045 0.619 0.13 -0.16 -0.03
H -1.276 -2.801 0.948 -0.09 -0.06 0.02
H -1.491 -5.252 1.471 0.00 -0.04 0.01
H -1.791 -5.584 -0.233 -0.02 -0.09 -0.01
H -0.214 -4.957 0.273 0.09 0.00 0.00
```
Forces are in eV/Å.

Output
structure (SMILES)	C[C@H]1Sc2ccc(S(=O)(=O)CCC(=O)N3CCN(c4ccccc4F)CC3)cc2NC1=O
E_LUMO	0.3	eV
highest occupied orbital energy	-8.1	eV
orbital gap	8.35	eV



Entry 4:
This record from OMol25 describes C22H24FNO2SiTc as an isolated structure. The level of theory is ωB97M-V/def2-TZVPD.

XYZ file:
```
52
Properties=species:S:1:pos:R:3:forces:R:3
Tc 0.740 1.155 -0.539 -0.22 0.41 -0.31
C -3.239 2.439 -1.758 0.00 -0.01 0.00
Si -1.860 3.047 -0.647 -0.03 0.19 -0.15
C -0.556 3.862 -1.713 -0.02 0.02 -0.01
C -2.503 4.309 0.575 0.01 -0.01 0.02
N -1.073 1.707 0.148 0.48 0.01 -0.23
C -1.698 0.824 1.002 -0.02 -0.54 0.54
C -3.032 0.874 1.415 -0.02 -0.01 0.04
C -3.550 -0.072 2.292 0.07 -0.05 0.00
C -2.759 -1.096 2.792 -0.02 0.06 -0.04
C -1.423 -1.180 2.408 -0.12 -0.07 -0.02
C -0.941 -0.243 1.530 0.00 0.48 -0.04
O 0.384 -0.231 1.064 -0.09 -0.45 -0.01
C 1.383 -0.970 1.723 -0.02 0.09 0.08
C 1.693 -0.645 3.031 0.00 0.01 0.00
C 2.712 -1.341 3.662 0.00 0.00 0.01
C 3.407 -2.332 2.979 0.01 0.00 0.00
C 3.083 -2.628 1.664 0.00 0.00 0.00
C 2.057 -1.946 1.022 0.00 -0.02 -0.01
H -3.627 3.264 -2.361 0.00 0.00 0.00
H -4.077 2.006 -1.210 0.00 0.00 0.00
H -2.859 1.676 -2.441 0.00 0.00 0.00
H -1.001 4.723 -2.220 -0.01 0.00 0.00
H -0.172 3.197 -2.491 0.00 0.00 0.00
H 0.293 4.223 -1.131 0.00 -0.01 0.00
H -2.931 5.160 0.039 0.00 0.00 0.00
H -1.688 4.684 1.197 0.00 0.00 0.00
H -3.273 3.914 1.238 0.00 0.00 0.00
H -3.671 1.665 1.049 -0.01 0.00 0.00
H -4.589 -0.003 2.587 0.00 0.00 0.00
H -3.171 -1.828 3.472 0.00 0.00 0.00
H -0.782 -1.968 2.778 0.00 0.00 0.00
H 1.142 0.137 3.538 0.00 0.00 0.00
H 2.969 -1.102 4.685 0.00 0.00 0.00
H 4.206 -2.868 3.474 0.00 0.00 0.00
H 3.627 -3.393 1.126 0.00 0.00 0.00
H 1.795 -2.159 -0.005 -0.01 0.00 -0.02
O 2.141 1.972 -0.867 -0.12 -0.06 0.10
F 3.711 -4.454 -2.950 0.01 -0.01 0.00
C 2.850 -3.431 -2.754 0.00 0.00 0.00
C 3.307 -2.136 -2.892 0.02 0.01 0.00
C 2.423 -1.091 -2.676 -0.01 0.00 0.03
C 1.090 -1.325 -2.329 -0.05 -0.02 -0.02
C 0.150 -0.193 -2.047 0.19 -0.08 0.07
C 0.670 -2.650 -2.217 -0.01 0.01 -0.02
C 1.542 -3.712 -2.421 -0.01 -0.01 0.00
H 4.342 -1.958 -3.153 0.00 0.00 0.00
H 2.778 -0.070 -2.745 0.01 0.01 -0.01
H -0.803 -0.599 -1.685 -0.03 0.06 -0.01
H -0.071 0.384 -2.951 0.03 -0.02 -0.03
H -0.362 -2.858 -1.956 0.00 0.00 0.00
H 1.219 -4.740 -2.329 0.00 0.00 0.00
```
Forces are in eV/Å.

Output
E_LUMO (spin up / spin down)	0.4 / 0.0	eV
2S+1	2
highest occupied orbital energy (spin up / spin down)	-7.6 / -7.9	eV
orbital gap (spin up / spin down)	8.02 / 7.87	eV



ΔE to the lowest compared entry with this formula, charge and spin list, top to bottom, in eV: 0.029; 0.421; 0.000; 0.077
Energy list, top to bottom, in eV: -90526.44289; -38580.70860; -60252.74977; -41582.65197